(1)
# C9H9N3O

C9H9N3O as an isolated structure at a distorted geometry (wB97M-V/def2-TZVPD, the OMol25 dataset).

Atoms and positions in Å:
C: -4.01495 0.37491 -0.07202
C: -1.91033 -0.46208 0.04411
C: -1.09578 -1.49457 -0.43439
C: 0.31472 -1.30244 -0.21255
C: 0.96723 -0.02820 0.20746
C: 0.11450 1.03811 0.21946
C: -1.24304 0.78251 0.37991
C: 3.33976 0.80828 -0.45096
C: 3.39537 -0.95272 0.57575
H: -3.25485 1.26897 -0.60531
H: -5.09327 0.43509 -0.43870
H: -4.15354 0.90098 1.06518
H: -1.46128 -2.34902 -1.20382
H: 1.07863 -1.99809 -0.33126
H: 0.34882 2.06026 0.23086
H: -1.73614 1.70784 0.50608
H: 3.00500 1.79882 -1.04015
H: 3.10838 -1.51283 1.63357
N: 2.36404 -0.03637 0.30625
N: 4.56506 0.37839 -0.70854
N: 4.54671 -0.68170 0.33405
O: -3.18503 -0.73615 -0.00499

Computed properties:
- Kohn-Sham gap: 0.335 hartree
- Energy above the lowest of the compared OMol25 structures with the same formula, charge and spin: 6.377 eV
- E: -15990.173 eV
- Largest force on an atom: 11.1 eV/Å

(2)
# C5H7N5O2

C5H7N5O2 in the gas phase at a distorted geometry (wB97M-V/def2-TZVPD, the OMol25 dataset).

Atoms and positions in Å:
C: -2.34122 -2.01949 0.41004
C: -0.76568 -0.31297 -0.01847
C: 0.92796 0.29540 1.30252
C: 0.98578 1.11360 -0.82589
C: -0.23249 0.41143 -1.13734
H: -3.42785 -2.28448 0.08193
H: -2.31330 -1.69041 1.48700
H: -1.57917 -2.90591 0.39426
H: 1.00653 -0.46563 3.23814
H: 2.43380 0.54813 2.77996
H: 2.56974 2.27102 -1.28738
H: 1.53517 1.97425 -2.71421
N: -0.10113 -0.52996 1.09221
N: 1.36413 0.23947 2.63102
N: 1.50512 1.11810 0.40130
N: 1.73639 1.84537 -1.75746
N: -1.09959 0.55353 -2.30625
O: -1.75355 -1.06007 -0.46694
O: -0.45062 0.89863 -3.30445

Computed properties:
- Kohn-Sham gap: 0.315 hartree
- Energy above the lowest of the compared OMol25 structures with the same formula, charge and spin: 3.207 eV
- SMILES: COc1nc(N)nc(N)c1N=O
- E: -16841.620 eV
- Largest force on an atom: 5.0 eV/Å

(3)
# C41H91N5O3

C41H91N5O3 as an isolated structure at a distorted geometry (wB97M-V/def2-TZVPD, the OMol25 dataset).

Atoms and positions in Å:
O: -0.22055 -0.06818 -1.73495
C: 0.21276 0.52524 -0.64718
O: 0.46399 1.67407 -0.85856
O: 0.29088 -0.02677 0.44701
H: 0.04081 0.80766 -2.02855
C: -3.95526 1.72013 -1.06019
C: -3.73901 2.16301 0.36166
C: -2.56909 3.14708 0.41389
N: -1.99862 3.36333 1.80584
C: -2.95499 4.21758 2.60552
C: -0.61120 4.00395 1.76667
C: 0.03330 3.74830 3.11620
C: -0.56033 2.36808 3.50945
C: -1.60576 2.04183 2.42945
H: -3.18789 0.97278 -1.26196
H: -3.74193 2.56684 -1.71263
H: -4.92100 1.41289 -1.46149
H: -3.62572 1.32996 1.05541
H: -4.63084 2.75035 0.58027
H: -2.67853 4.08381 -0.13262
H: -1.67774 2.82230 -0.12287
H: -3.90332 3.68704 2.69100
H: -2.98698 5.17192 2.07987
H: -2.54247 4.38083 3.60115
H: -0.60258 5.07593 1.56946
H: -0.03405 3.58735 0.94117
H: -0.18959 4.54494 3.82598
H: 1.11423 3.61137 3.08568
H: -1.06463 2.44053 4.47305
H: 0.12115 1.52054 3.58274
H: -2.51687 1.62649 2.86010
H: -1.14461 1.48336 1.61486
C: 0.45760 3.25413 -3.73986
C: 1.50443 4.04442 -4.58350
C: 1.04285 5.42000 -4.95557
N: 1.95997 6.11608 -6.07136
C: 3.43555 6.13116 -5.57256
C: 1.95745 5.42952 -7.42693
C: 1.80564 6.61953 -8.39738
C: 0.94913 7.58362 -7.69609
C: 1.54043 7.59664 -6.32477
H: 0.83286 2.25713 -3.50905
H: -0.60315 3.14129 -3.96383
H: 0.54815 3.76034 -2.77879
H: 1.83275 3.54251 -5.49365
H: 2.42928 4.08659 -4.00819
H: 1.02451 6.14347 -4.14050
H: 0.07012 5.46364 -5.44547
H: 4.19099 6.36032 -6.32415
H: 3.77775 5.18063 -5.16330
H: 3.46572 6.89032 -4.79098
H: 2.85260 4.83237 -7.60080
H: 1.04144 4.84096 -7.47821
H: 2.73860 7.16182 -8.55107
H: 1.30976 6.34312 -9.32787
H: 0.95835 8.54258 -8.21417
H: -0.06573 7.18599 -7.70338
H: 2.42935 8.22725 -6.30869
H: 0.78613 7.85807 -5.58263
C: -0.08133 -5.76097 6.12754
C: 0.44772 -4.42185 5.71032
C: -0.43474 -3.34906 6.41703
N: 0.16268 -1.90778 6.21604
C: 1.24930 -1.60033 7.23204
C: -1.08002 -0.93276 6.24794
C: -1.70734 -0.84834 4.87616
C: -0.68695 -1.46716 3.90100
C: 0.60869 -1.55410 4.80042
H: -1.15255 -5.81287 5.93286
H: 0.22675 -5.89771 7.16411
H: 0.38563 -6.61081 5.62972
H: 0.31635 -4.38239 4.62899
H: 1.51407 -4.25678 5.86443
H: -0.57247 -3.69138 7.44268
H: -1.46219 -3.37511 6.05403
H: 1.69561 -0.62254 7.05086
H: 1.93049 -2.45087 7.25770
H: 0.72932 -1.52668 8.18719
H: -0.67177 0.07213 6.35586
H: -1.70371 -1.15595 7.11356
H: -1.77704 0.22149 4.67942
H: -2.70529 -1.28660 4.86495
H: -0.38583 -0.90128 3.01941
H: -1.05178 -2.47647 3.71049
H: 1.06245 -0.57021 4.91941
H: 1.29631 -2.35217 4.52051
C: -2.81870 -1.63002 1.62088
C: -3.26850 -1.99052 0.22636
C: -2.12096 -2.62007 -0.59590
N: -2.41051 -3.14304 -2.03229
C: -2.93771 -1.89797 -2.93753
C: -3.33576 -4.39520 -1.87478
C: -2.57618 -5.71254 -1.70519
C: -1.13097 -5.28679 -1.90819
C: -1.20153 -3.90495 -2.67760
H: -2.27294 -2.48421 2.02163
H: -3.68414 -1.28088 2.18410
H: -2.06661 -0.85284 1.48509
H: -3.60502 -1.09868 -0.30229
H: -4.18439 -2.57795 0.16177
H: -1.56716 -3.40027 -0.07369
H: -1.31270 -1.93026 -0.83874
H: -3.86616 -1.44237 -2.59326
H: -3.08514 -2.37805 -3.90494
H: -2.16708 -1.13200 -3.02426
H: -3.63854 -4.44378 -2.92076
H: -4.24179 -4.22503 -1.29318
H: -3.05772 -6.37975 -2.42007
H: -2.67656 -5.97011 -0.65083
H: -0.47359 -5.88007 -2.54379
H: -0.65630 -5.19144 -0.93162
H: -1.40875 -4.08454 -3.73254
H: -0.26775 -3.40024 -2.42977
C: 3.43561 -0.81602 -2.87140
C: 3.86576 -1.80070 -1.72578
C: 2.97705 -1.79499 -0.48946
N: 3.10761 -2.98202 0.49798
C: 4.54783 -3.21538 1.09474
C: 2.09654 -2.82799 1.65767
C: 1.74031 -4.15990 2.28230
C: 2.16076 -5.17517 1.15029
C: 2.61143 -4.31760 -0.08514
H: 3.13352 0.12377 -2.40919
H: 2.46769 -1.15774 -3.23808
H: 4.06658 -0.63463 -3.74150
H: 4.79595 -1.33381 -1.40195
H: 4.09220 -2.76501 -2.18069
H: 1.96846 -1.80338 -0.90270
H: 3.11149 -0.85151 0.03957
H: 5.21548 -3.32835 0.24058
H: 4.51253 -4.08157 1.75547
H: 4.87787 -2.36735 1.69475
H: 2.66656 -2.23707 2.37460
H: 1.18016 -2.36284 1.29439
H: 2.32169 -4.42817 3.16441
H: 0.68309 -4.34158 2.47563
H: 2.91585 -5.88251 1.49320
H: 1.28791 -5.74155 0.82556
H: 3.41820 -4.63235 -0.74709
H: 1.73666 -4.19984 -0.72467

Computed properties:
- Kohn-Sham gap: 0.344 hartree
- Charge: +4
- Energy above the lowest of the compared OMol25 structures with the same formula, charge and spin: 2.367 eV
- E: -57548.742 eV
- Largest force on an atom: 6.3 eV/Å

(4)
# C32H29ClN6O6S4SiSn

C32H29ClN6O6S4SiSn as an isolated structure (wB97M-V/def2-TZVPD, the OMol25 dataset).

Atoms and positions in Å:
Sn: -0.81825 -0.40077 0.09933
N: -0.93745 -0.38136 -2.74872
N: -0.17523 0.73809 -3.09703
C: -0.07643 1.80326 -2.18052
O: 0.34451 2.87332 -2.62729
O: -0.37602 1.56419 -0.96257
H: -0.49656 -1.23490 -3.06635
H: -1.88829 -0.35879 -3.10033
H: -0.22851 1.05658 -4.05386
S: 5.84427 3.58298 -0.16592
C: 5.36883 5.21641 -0.36458
C: 4.03246 5.32001 -0.59380
C: 3.37953 4.05922 -0.60911
C: 4.22985 3.01365 -0.38975
C: 3.89574 1.58860 -0.31620
C: 2.54255 1.19753 -0.44856
N: 2.13440 -0.04461 -0.40773
C: 3.04414 -1.01987 -0.20880
C: 4.40845 -0.74537 -0.03953
C: 5.33259 -1.82158 0.17938
C: 4.91045 -3.10232 0.22711
C: 3.52108 -3.42095 0.06039
C: 3.03545 -4.73665 0.10168
C: 1.69334 -4.98694 -0.05223
C: 0.84461 -3.86940 -0.24114
N: 1.27747 -2.63781 -0.29869
C: 2.59101 -2.39337 -0.14890
C: 1.12616 -6.34077 -0.04261
C: -0.16896 -6.71221 -0.26579
C: -0.36425 -8.11737 -0.18608
C: 0.78098 -8.79297 0.09609
S: 2.11029 -7.72692 0.26692
C: 4.81844 0.59810 -0.09625
H: 6.10320 6.00182 -0.30235
H: 3.52286 6.25942 -0.74984
H: 2.32065 3.93541 -0.78099
H: 1.77169 1.92333 -0.66739
H: 6.38051 -1.58011 0.31435
H: 5.61130 -3.91119 0.39560
H: 3.73830 -5.55058 0.24948
H: -0.22600 -4.00055 -0.35632
H: -0.95885 -6.01394 -0.50104
H: -1.32272 -8.59449 -0.32827
H: 0.92366 -9.85473 0.21020
H: 5.87045 0.83360 0.03442
S: 1.97566 2.27216 2.49524
C: 0.90952 3.53095 2.26506
N: -0.36942 3.29212 1.84587
C: -1.30216 4.23902 1.62102
C: -1.02220 5.55490 1.81672
C: 0.29042 5.88673 2.23341
C: 1.22294 4.91892 2.43742
H: -0.66055 2.32315 1.64887
H: -2.25123 3.85439 1.27056
H: -1.77062 6.30931 1.62966
H: 0.55787 6.92636 2.38365
H: 2.23640 5.14963 2.73143
C: -5.89737 0.22640 -0.78266
Si: -5.30738 1.58070 0.36782
C: -6.41360 1.60386 1.89081
C: -5.50815 3.24013 -0.49476
C: -3.57658 1.33400 0.84056
C: -2.39851 1.06830 1.06563
H: -6.97387 0.06892 -0.67930
H: -5.38619 -0.71618 -0.58385
H: -5.68840 0.48000 -1.82349
H: -7.45983 1.72899 1.59838
H: -6.14623 2.41870 2.56662
H: -6.32295 0.66868 2.44594
H: -6.55177 3.41777 -0.76811
H: -4.90669 3.26277 -1.40509
H: -5.17440 4.06309 0.14036
S: 0.95787 -3.17122 3.84717
C: 0.22133 -1.93823 3.04209
N: -0.29297 -1.05934 2.46742
O: -2.89987 -2.73493 -3.31834
Cl: -3.29882 -3.15223 -1.98890
O: -2.44678 -4.24169 -1.55997
O: -4.67069 -3.58658 -2.00602
O: -3.14644 -2.03458 -1.07761

Computed properties:
- Kohn-Sham gap: 0.219 hartree
- Charge: -2
- Energy above the lowest of the compared OMol25 structures with the same formula, charge and spin: 0.261 eV
- E: -124449.576 eV
- Largest force on an atom: 0.4 eV/Å

(5)
# C19H53N5O6

A 8-piece molecular cluster, C19H53N5O6 overall at a distorted geometry (wB97M-V/def2-TZVPD, the OMol25 dataset).

Atoms and positions in Å:
N: 13.27383 -22.93327 4.33720
H: 12.71463 -22.11474 4.14376
H: 14.23697 -22.93666 4.03319
H: 12.73914 -23.68581 3.92744
H: 13.31075 -22.91696 5.34640
N: 15.95229 -27.70218 1.26798
H: 16.04130 -27.52950 0.27684
H: 16.49365 -28.54844 1.37228
H: 14.99189 -27.86496 1.53484
H: 16.20554 -26.94750 1.88960
C: 11.68693 -32.54830 -4.75528
N: 12.32735 -31.58432 -5.74352
C: 13.74039 -31.22899 -5.24592
C: 12.50097 -32.32981 -7.11723
C: 11.65780 -30.13839 -5.91479
C: 11.14325 -29.39939 -4.71313
O: 12.08874 -29.25316 -3.66876
H: 11.25491 -31.96487 -3.94222
H: 12.47934 -33.24079 -4.47129
H: 10.80968 -32.97624 -5.24044
H: 14.49792 -31.99147 -5.42727
H: 13.70657 -30.89374 -4.20931
H: 14.13573 -30.45132 -5.89941
H: 12.96229 -33.31268 -7.02105
H: 13.12982 -31.85203 -7.86850
H: 11.44379 -32.29712 -7.38066
H: 10.83710 -30.19325 -6.63001
H: 12.34672 -29.62614 -6.58642
H: 10.32271 -29.98469 -4.29812
H: 10.80840 -28.38792 -4.94314
H: 11.70534 -28.89551 -2.86459
C: 8.42169 -28.07252 3.77795
C: 8.84031 -27.32060 2.47646
O: 10.21296 -26.87772 2.45364
H: 9.14690 -28.87445 3.91615
H: 7.52463 -28.68289 3.67385
H: 8.39251 -27.51384 4.71343
H: 8.13426 -26.49187 2.42361
H: 8.62538 -28.03202 1.67910
C: 2.02865 -29.91550 -2.95567
O: 2.02281 -30.75591 -3.85192
N: 2.98356 -30.00864 -2.03203
C: 3.04401 -28.91527 -1.04642
C: 4.06282 -31.04266 -1.95062
H: 1.27044 -29.16965 -2.67101
H: 2.90342 -29.43875 -0.10075
H: 2.37465 -28.08257 -1.26247
H: 4.02430 -28.46091 -0.90255
H: 3.56817 -32.00444 -2.08620
H: 4.62900 -30.92201 -2.87419
H: 4.69025 -30.89441 -1.07173
C: 9.40935 -17.55159 2.07332
O: 9.66234 -18.56399 2.74099
N: 8.30746 -17.49054 1.33557
C: 8.07257 -16.24279 0.48026
C: 7.10887 -18.34439 1.46539
H: 10.10782 -16.72015 1.89155
H: 8.87500 -15.51395 0.36617
H: 7.20212 -15.72927 0.88855
H: 7.80493 -16.55554 -0.52902
H: 6.45343 -17.69673 2.04765
H: 6.62786 -18.50980 0.50135
H: 7.21034 -19.33294 1.91324
C: 2.00952 -23.49839 4.75625
C: 0.76832 -23.40735 3.85835
O: 0.86306 -23.40529 2.67202
C: -0.62885 -23.45025 4.48901
H: 2.87462 -23.74961 4.14259
H: 1.92720 -24.22548 5.56413
H: 2.12033 -22.53665 5.25713
H: -1.46307 -23.59166 3.80184
H: -0.88078 -22.54067 5.03426
H: -0.57677 -24.24592 5.23216
C: 11.77554 -29.71631 12.10356
C: 10.44716 -29.05017 12.50121
O: 10.30631 -28.32455 13.55424
C: 9.32336 -29.02312 11.50817
H: 12.22421 -29.22521 11.24008
H: 11.48582 -30.71538 11.77795
H: 12.39465 -29.83919 12.99223
H: 9.58636 -28.64512 10.52022
H: 8.45798 -28.43420 11.81213
H: 9.02916 -30.06922 11.42326

Computed properties:
- Kohn-Sham gap: 0.094 hartree
- Charge: +2
- E: -40274.595 eV
- Largest force on an atom: 5.6 eV/Å

(6)
# C23H26N2O4S

A 3-piece molecular cluster, C23H26N2O4S overall at a distorted geometry (wB97M-V/def2-TZVPD, the OMol25 dataset).

Atoms and positions in Å:
C: -2.94470 -0.49722 4.33033
C: -3.46367 -1.53064 3.21022
C: -5.05397 -1.46903 2.90039
N: -2.66394 -2.36498 2.53676
C: -1.34079 -2.38657 3.20192
C: -1.12191 -3.39091 4.39271
C: 0.23563 -3.42190 5.14521
C: 1.35216 -2.42382 4.68782
C: 1.11451 -1.44746 3.51299
C: -0.21971 -1.38788 2.73255
N: -0.55998 -0.47353 1.63174
C: 0.58761 -0.13475 0.76877
C: 0.27237 0.13621 -0.74900
C: 1.43146 0.54930 -1.72701
C: 2.89956 0.66868 -1.23105
C: 3.23013 0.40530 0.25908
C: 2.06127 0.02285 1.20522
S: 2.46186 -0.28615 2.99819
H: -2.16103 0.19000 3.84760
H: -2.48991 -1.00241 5.24527
H: -3.79724 0.19695 4.68622
H: -5.36862 -2.31753 2.21014
H: -5.60319 -1.46711 3.91223
H: -5.23703 -0.41944 2.45390
H: -1.96411 -4.10488 4.70681
H: 0.43829 -4.12067 6.01772
H: 2.35465 -2.37511 5.21976
H: -1.24772 -0.92988 0.99636
H: -0.78057 0.07170 -1.19938
H: 1.16181 0.76882 -2.81235
H: 3.75363 0.94323 -1.92995
H: 4.26871 0.46881 0.71388
O: 4.20159 1.07518 -4.83220
C: 4.93906 1.99791 -4.60300
O: 5.36510 2.33974 -3.35568
C: 6.13655 3.54404 -3.43144
C: 6.61603 3.62016 -4.86230
C: 5.48431 2.96116 -5.62167
H: 5.49358 4.38751 -3.16279
H: 6.96663 3.49335 -2.72464
H: 6.83058 4.63855 -5.19077
H: 7.52969 3.02868 -4.97923
H: 4.70295 3.67614 -5.88983
H: 5.84520 2.43533 -6.50533
O: -2.91854 0.18622 -3.72113
C: -3.47818 -0.13022 -2.70421
O: -2.96957 -1.01005 -1.79711
C: -3.93844 -1.24072 -0.76620
C: -4.85230 -0.03807 -0.80243
C: -4.84002 0.33806 -2.26877
H: -4.46780 -2.17220 -0.98746
H: -3.43374 -1.34132 0.19686
H: -5.85000 -0.24365 -0.41041
H: -4.41866 0.77524 -0.21132
H: -5.60098 -0.20432 -2.83482
H: -4.94866 1.41330 -2.40916

Computed properties:
- Kohn-Sham gap: 0.289 hartree
- Energy above the lowest of the compared OMol25 structures with the same formula, charge and spin: 8.201 eV
- SMILES: CC(C)=Nc1cccc2c1Nc1ccccc1S2.O=C1CCCO1.O=C1CCCO1
- E: -46270.524 eV
- Largest force on an atom: 4.6 eV/Å

| no. | HOMO level (hartree) |
| --- | --- |
| 1 | -0.3153 |
| 2 | -0.3194 |
| 3 | -0.6185 |
| 4 | -0.0893 |
| 5 | -0.3185 |
| 6 | -0.2664 |